Here is a molecular structure, C39H43BrO4P3Ru from OMol25. Energies are from ωB97M-V/def2-TZVPD.

**Total charge**: +2
**E_LUMO (alpha / beta)**: -5.172 / -6.334 eV
**⟨S²⟩**: 8.792
**HOMO level (alpha / beta)**: -11.0 / -13.4 eV
**Spin multiplicity**: 6

XYZ file:
```
91
Properties=species:S:1:pos:R:3:forces:R:3:lowdin_charge:R:1
Ru 0.60651 0.24736 -1.17425 -0.157 0.287 0.082 1.044
Br -4.61836 -2.92973 -2.93416 -0.120 -0.009 0.040 0.856
P -1.35837 0.65823 1.59271 0.064 0.103 -0.041 0.860
P 0.73069 2.78559 -1.72684 0.119 -0.064 0.033 0.803
P 2.86684 0.37220 -2.30465 -0.123 -0.129 0.182 0.766
O -1.91325 0.52164 -1.61941 -0.051 -0.190 -0.247 -0.077
O 0.49159 -1.87019 -0.32191 -0.065 -0.077 -0.087 -0.089
O -3.93205 -0.03342 -2.41709 -0.006 0.076 0.058 0.025
O -0.13861 0.90684 0.69324 -0.337 -0.006 0.261 -0.509
C -2.85524 1.22259 -0.74956 0.153 -0.062 0.042 -0.174
C 2.43019 -2.11571 0.99560 -0.005 -0.196 -0.016 -0.165
C 1.37866 3.52210 -0.18565 -0.039 0.062 -0.056 -0.261
C -4.17214 1.08450 -1.52644 -0.077 -0.103 -0.034 -0.166
C -0.74618 -2.06232 4.53790 -0.010 0.021 -0.037 -0.048
C -0.87056 -0.86193 3.85244 0.023 -0.013 -0.035 -0.050
C 4.25692 0.91441 -1.27024 0.034 -0.015 -0.017 -0.229
C -0.03259 -2.62078 -3.73738 -0.089 0.021 0.040 -0.082
C -1.27330 -0.86167 2.51522 0.030 -0.223 0.060 -0.285
C -5.39031 0.73601 -0.72806 0.001 0.085 -0.160 0.024
C 2.30231 -0.85576 1.58329 -0.039 0.122 0.098 -0.043
C 3.57256 -2.87760 1.23965 0.113 0.006 -0.003 -0.010
C 3.31527 -0.35371 2.38165 0.099 -0.118 -0.032 -0.058
C -1.42612 4.11684 4.57178 0.004 0.001 -0.011 -0.045
C -2.12486 -3.78311 -3.85018 0.136 -0.022 -0.032 -0.116
C -0.69278 -1.54550 -3.18524 0.349 -0.032 0.001 -0.082
C 1.33649 -2.63533 0.14764 -0.010 0.003 0.002 -0.363
C -1.43713 2.02406 2.74050 0.066 0.243 0.063 -0.286
C -2.85705 0.59682 0.62173 0.042 0.081 -0.238 -0.212
C -2.78214 -2.70886 -3.28149 -0.071 -0.267 -0.121 -0.597
C -0.74945 -3.76026 -4.07913 -0.158 -0.004 0.023 -0.061
C 2.64670 1.70317 -3.53097 0.074 0.068 -0.035 -0.406
C -5.29307 0.23757 0.49536 0.243 -0.082 0.285 -0.022
C 2.11561 3.01052 -2.93077 0.009 -0.002 -0.017 -0.384
C -1.43778 -3.26569 2.56371 0.011 0.053 0.034 -0.055
C -1.56041 -2.07255 1.87221 -0.009 0.016 0.068 -0.085
C -3.98303 0.11243 1.15343 -0.388 -0.014 0.000 -0.027
C -0.22621 3.65275 4.04695 -0.024 -0.025 -0.011 -0.053
C -0.48607 4.03384 -2.25385 0.010 0.020 -0.029 -0.252
C 4.46553 -1.10822 2.59762 -0.021 0.047 0.013 -0.048
C -2.62805 3.54139 4.18422 0.025 -0.013 -0.001 -0.049
C -0.22883 2.61212 3.13167 -0.056 -0.028 0.016 -0.092
C 3.54756 -0.99530 -3.27808 0.076 -0.021 -0.005 -0.241
C -2.65069 -0.39426 -2.34459 -0.013 0.043 0.205 -0.277
C -2.07950 -1.53747 -2.91535 0.108 0.144 -0.023 -0.179
C 1.22440 -4.09691 -0.15500 0.029 0.014 0.081 0.020
C 4.59289 -2.36937 2.03025 -0.047 0.012 -0.041 -0.045
C -2.63634 2.49735 3.27095 -0.020 -0.045 -0.001 -0.055
C -1.02881 -3.25850 3.89437 0.000 -0.009 -0.026 -0.044
H 0.70529 2.24936 2.72072 -0.002 0.004 -0.015 0.097
H 3.60580 1.86770 -4.02829 -0.023 0.046 -0.057 0.099
H -4.34202 1.95355 -2.15940 0.000 0.067 0.004 0.167
H -2.69963 -4.66186 -4.10879 0.005 0.003 0.003 0.106
H 1.75860 3.65426 -3.73549 0.024 0.028 -0.005 0.090
H -1.88585 -2.08365 0.83868 0.009 0.017 0.003 0.111
H 3.68010 -3.86388 0.80807 -0.011 0.002 0.006 0.117
H -6.17411 -0.08000 1.03575 0.027 -0.013 0.027 0.121
H 1.38413 -0.29267 1.46672 0.182 -0.113 -0.036 0.061
H 4.00819 1.83048 -0.73530 -0.013 0.003 -0.007 0.036
H 5.25672 -0.71880 3.22490 0.003 -0.002 -0.005 0.118
H -2.51002 2.25429 -0.71739 -0.001 0.057 0.019 0.148
H -1.42419 4.93193 5.28347 0.002 -0.012 -0.005 0.119
H -0.66395 0.07120 4.36151 -0.006 0.000 -0.002 0.110
H 0.01007 5.00070 -2.35389 -0.055 0.029 -0.020 0.060
H 1.03085 -2.56540 -3.93211 -0.045 -0.005 0.003 0.089
H 0.55590 3.65864 0.51628 -0.009 0.009 -0.003 0.033
H -0.93523 3.76177 -3.20872 0.015 -0.021 0.005 0.054
H 5.48127 -2.95972 2.20881 -0.003 0.009 0.008 0.118
H 2.11364 -4.44369 -0.68604 -0.014 -0.006 -0.002 0.098
H 3.20619 0.61539 2.85125 0.007 -0.001 0.019 0.109
H -0.25987 -4.61071 -4.53301 -0.022 0.005 0.013 0.114
H 2.82823 -1.32648 -4.02621 0.017 0.039 0.000 0.033
H -0.12543 -0.62383 -3.04776 -0.015 0.188 -0.196 0.045
H 2.91318 3.55848 -2.42624 0.036 -0.015 -0.006 0.086
H 4.45775 -0.66591 -3.78190 0.010 -0.055 -0.024 0.063
H 1.15845 -4.67328 0.77031 0.025 0.019 -0.010 0.106
H -3.56033 3.90663 4.59317 0.001 -0.005 -0.011 0.118
H -0.94490 -4.19197 4.43588 -0.001 0.008 -0.008 0.118
H 1.95673 1.32336 -4.28891 -0.024 -0.019 0.003 0.089
H 2.10309 2.85798 0.28677 0.017 -0.017 -0.043 0.028
H -1.27491 4.12917 -1.50763 0.001 -0.010 0.007 0.038
H -3.58210 2.06053 2.97555 0.018 0.002 -0.010 0.103
H 3.78834 -1.83551 -2.62598 -0.008 0.010 -0.002 0.051
H -3.95614 -0.35302 2.13356 -0.021 -0.013 -0.010 0.125
H 0.34595 -4.27038 -0.77040 -0.004 0.001 -0.011 0.091
H 0.70914 4.10208 4.35357 -0.007 -0.005 -0.010 0.116
H 4.50068 0.14676 -0.53427 -0.026 -0.008 -0.022 0.041
H -1.67689 -4.20083 2.07411 -0.003 0.004 -0.001 0.117
H 1.84704 4.48716 -0.38672 -0.022 0.005 0.028 0.062
H -6.34512 0.83033 -1.22899 0.023 -0.016 0.002 0.133
H -0.44199 -2.06248 5.57594 -0.003 0.009 -0.012 0.117
H 5.12585 1.09611 -1.90537 0.035 0.015 0.047 0.065
```
Forces are in eV/Å.


Here is a molecular structure, C39H43FeNO2P3S2 from OMol25. Energies are from ωB97M-V/def2-TZVPD.

**Total charge**: +2
**E_LUMO (alpha / beta)**: -7.226 / -5.756 eV
**⟨S²⟩**: 0.972
**HOMO level (alpha / beta)**: -13.9 / -14.0 eV
**Spin multiplicity**: 2

XYZ file:
```
91
Properties=species:S:1:pos:R:3:forces:R:3:lowdin_charge:R:1
Fe 0.07568 -0.45697 -0.16271 -0.635 0.486 -0.177 -0.216
S 0.94592 -1.28186 1.73338 0.099 0.401 0.157 0.521
S -0.90167 -2.51159 -0.35070 0.018 -0.300 -0.161 0.519
P 0.44011 -3.09606 0.99544 0.340 -0.195 0.088 -0.003
P 0.16243 1.84664 -0.41039 0.227 -0.057 0.045 0.993
P 2.19540 -0.21490 -1.12049 -0.114 -0.342 0.021 1.035
O 1.63335 -3.76185 0.24184 -0.105 -0.109 0.111 -0.285
O 0.00324 -4.13719 2.05950 -0.006 0.046 0.054 -0.261
N -1.91650 0.12049 -0.19340 0.031 -0.285 -0.138 0.085
C 1.57628 -2.69992 -4.30513 0.003 -0.016 -0.003 -0.051
C -2.27331 -3.48201 2.74864 -0.025 0.017 0.023 -0.059
C -0.32492 2.06290 -2.13753 0.002 0.188 0.031 -0.365
C 3.61289 -0.89687 -0.22847 0.072 -0.050 -0.035 -0.369
C -7.20896 0.68850 -0.15652 -0.016 0.001 -0.008 -0.035
C -0.32604 -3.35964 4.36814 0.051 0.005 0.007 -0.045
C 3.06636 -0.95444 -5.02268 -0.015 -0.026 0.012 -0.048
C -0.90276 1.13112 -4.28878 0.012 0.028 0.030 -0.048
C -0.27943 3.33731 -2.70931 0.007 -0.011 -0.013 -0.075
C -2.30848 4.70938 2.15774 -0.029 0.014 -0.009 -0.049
C -1.07517 4.25912 2.60661 0.019 -0.018 -0.013 -0.054
C -0.84962 2.39843 -4.84804 -0.007 0.018 -0.009 -0.043
C 2.28197 -5.97912 1.08951 0.023 -0.025 0.007 -0.031
C 3.39476 -3.87867 1.97910 -0.132 0.083 0.001 -0.039
C 3.00990 -0.38652 -3.76077 -0.013 0.006 -0.014 -0.075
C -4.47790 0.39197 -0.18006 0.147 0.009 -0.065 -0.210
C 1.88428 2.43268 -0.36474 0.037 0.016 0.091 -0.337
C -3.05908 0.23818 -0.19783 -0.041 0.089 0.145 -0.057
C -0.54335 3.50192 -4.05815 -0.010 -0.016 -0.018 -0.044
C -0.95690 -4.07038 3.19473 -0.007 -0.043 -0.081 -0.386
C 2.22252 -0.96852 -2.76308 0.079 0.164 -0.069 -0.367
C -0.82068 2.96696 0.58993 -0.027 0.023 0.040 -0.349
C -5.08847 0.96775 0.93545 -0.046 0.030 0.005 -0.016
C -6.59177 0.11944 -1.26412 0.023 0.003 0.008 -0.044
C -2.80210 4.29051 0.92863 0.010 0.006 0.030 -0.058
C -5.21756 -0.03418 -1.28480 -0.071 -0.006 0.007 -0.012
C 4.04196 -0.29449 0.95635 0.014 0.011 -0.011 -0.128
C -6.46391 1.11100 0.93824 0.020 -0.002 0.002 -0.045
C 5.47627 -2.41691 -0.11338 0.051 0.091 -0.058 -0.066
C 5.90480 -1.80670 1.05407 0.089 0.069 -0.059 -0.061
C -0.64662 0.96868 -2.93421 0.030 -0.107 -0.055 -0.107
C 2.64097 1.56087 -1.35835 0.098 -0.023 0.086 -0.331
C 5.18603 -0.74379 1.59108 0.032 0.012 -0.021 -0.058
C 2.75138 -4.57235 0.80074 -0.030 -0.032 -0.049 -0.383
C 1.51742 -2.13691 -3.03800 -0.019 -0.064 0.011 -0.104
C 4.33303 -1.96280 -0.76050 0.017 0.004 0.033 -0.076
C 2.34218 -2.10753 -5.29805 0.019 0.016 0.000 -0.047
C -0.32999 3.38922 1.82561 -0.035 -0.052 0.054 -0.077
C -2.06247 3.42084 0.14395 0.005 -0.012 -0.003 -0.097
H 4.01278 -2.43822 -1.67824 0.000 0.014 -0.020 0.113
H -8.28442 0.80458 -0.14671 0.000 -0.001 0.002 0.121
H 0.62897 3.04214 2.19147 0.011 -0.001 -0.013 0.106
H -2.88346 5.39684 2.76356 -0.002 -0.003 0.003 0.118
H 3.71926 1.65635 -1.22940 0.000 -0.006 -0.048 0.109
H -6.95710 1.55193 1.79317 -0.003 -0.003 0.002 0.119
H 1.63812 -6.01957 1.96609 0.013 0.006 -0.011 0.079
H -4.49257 1.29468 1.77702 0.013 -0.004 -0.001 0.124
H 3.16085 -6.59611 1.28072 -0.013 -0.020 0.007 0.100
H -1.13974 0.27052 -4.89994 -0.006 0.005 -0.003 0.118
H 1.02588 -3.60768 -4.51386 -0.002 0.001 0.009 0.117
H 2.38603 -2.54895 -6.28471 -0.005 -0.001 0.000 0.118
H -7.18256 -0.20505 -2.10911 -0.003 0.001 0.000 0.120
H 3.67963 -0.50026 -5.78907 0.002 0.001 0.003 0.118
H -2.66369 -3.99715 1.87202 -0.003 -0.006 0.007 0.083
H -0.04495 4.20295 -2.10000 0.007 -0.006 0.003 0.121
H -0.95610 -3.51323 5.24467 -0.001 0.000 -0.002 0.100
H 3.59669 0.50080 -3.56131 -0.006 -0.007 -0.014 0.108
H 6.03728 -3.24119 -0.53341 0.006 -0.004 -0.008 0.122
H -1.07293 -5.12773 3.42465 -0.033 -0.002 -0.016 0.151
H -2.17372 -2.41825 2.52476 0.005 0.012 -0.002 0.069
H 1.75265 -6.40174 0.23655 0.005 0.018 -0.009 0.096
H -2.99492 -3.59183 3.55856 0.008 0.001 0.002 0.100
H -1.05179 2.53139 -5.90246 0.005 0.002 0.000 0.119
H 0.66041 -3.76468 4.59209 -0.005 -0.016 -0.005 0.088
H -2.44188 3.11573 -0.82354 0.001 -0.010 -0.001 0.108
H 3.48341 0.52424 1.39474 0.005 0.004 -0.006 0.093
H 0.93127 -2.62260 -2.26976 -0.003 0.026 0.015 0.040
H 4.30123 -4.41830 2.25410 0.007 -0.007 -0.012 0.108
H 6.80226 -2.15381 1.54853 -0.003 -0.007 0.005 0.121
H -4.72163 -0.47677 -2.13817 0.007 -0.002 0.007 0.124
H 2.26785 2.28265 0.64675 -0.031 0.054 0.011 0.076
H -3.75850 4.65208 0.57521 -0.002 0.002 -0.003 0.117
H 3.43256 -4.58630 -0.04862 0.030 0.039 0.023 0.135
H 3.66632 -2.84926 1.74261 -0.117 -0.187 0.073 0.041
H -0.70662 -0.03724 -2.52428 0.028 0.028 0.017 0.076
H 5.51800 -0.26999 2.50498 0.000 0.005 -0.001 0.119
H -0.69039 4.58892 3.56185 0.003 0.003 0.000 0.117
H -0.24404 -2.28684 4.19685 -0.001 0.018 -0.029 0.057
H 1.95279 3.49799 -0.58896 0.007 -0.022 -0.083 0.109
H 2.73404 -3.88548 2.84707 -0.054 -0.019 0.047 0.081
H 2.38726 1.82916 -2.38311 -0.058 0.047 0.014 0.081
H -0.50918 4.48974 -4.49729 -0.003 0.002 0.002 0.119
```
Forces are in eV/Å.


Number 1: maximum force 0.43 eV/Å. Number 2: maximum force 0.82 eV/Å.